# C16H15NO5

The molecule C16H15NO5 at a distorted geometry (ωB97M-V/def2-TZVPD, the OMol25 dataset).

Calculated values
SMILES: Cc1cc(O)c2c(c1)O[C@@]13C(=O)N(C)[C@@H](CC=C1C2=O)[C@H]3O
net charge: 0
energy relative to the best compared isomer or geometry (same formula, charge and spin): 92.5 kcal per mole
frontier orbital gap: 0.2968 Eh
calculated total energy: -28560.4185 eV

Structure (XYZ):
```
37
Properties=species:S:1:pos:R:3:forces:R:3:lowdin_charge:R:1
H -2.479910 1.679779 -2.829672 -1.2 -1.0 -2.5 0.093
C -4.159221 1.944664 1.032412 -1.1 -1.1 1.0 -0.023
H 4.457485 -3.715314 -0.151457 0.2 -0.3 -0.4 0.072
C -0.919099 0.143065 0.272519 0.8 -0.4 -0.7 -0.256
C 3.285030 -2.228749 0.795875 -3.8 -1.8 0.4 -0.231
O 4.025395 1.241562 -0.132644 0.5 -1.3 0.0 0.098
H 3.304937 1.883806 -0.069970 0.3 0.9 -0.6 0.077
O -1.577165 1.109262 2.359201 0.2 0.8 -1.1 0.112
C 3.838614 -3.647309 0.723767 -1.0 0.3 0.9 -0.027
C 1.848391 -2.083299 0.968654 2.3 -1.7 0.5 0.039
H 4.983834 -1.282026 0.178804 0.6 0.3 0.1 0.128
C 1.177208 1.377263 -0.313136 0.4 -2.1 -1.0 -0.277
H 4.420038 -4.013590 1.588633 -0.3 0.5 -0.2 0.087
C 1.988565 0.210755 0.246990 -1.8 0.6 0.0 0.017
C -2.022053 -0.516519 -0.492265 1.8 -2.6 -1.6 -0.220
H 1.161551 -2.890937 1.201475 0.4 -0.2 0.1 0.130
C 3.365050 0.081788 0.116717 -0.9 1.4 1.1 -0.227
H -5.121147 1.486556 0.598268 1.6 0.7 0.1 0.114
C -2.914865 0.655593 -0.816034 -1.4 0.2 -0.8 -0.211
H -0.368961 2.638126 -2.205870 -0.5 -0.4 0.5 0.128
C -2.470177 1.737885 -1.803255 3.4 -0.2 2.2 -0.069
H -0.427865 -1.377280 -1.369510 -1.4 0.2 -0.1 0.116
O -1.377722 -1.203098 -1.596166 -0.1 0.1 0.0 -0.007
C 3.946563 -1.140220 0.417677 2.7 1.3 -1.2 -0.007
C -1.757237 0.994149 1.154319 -2.0 -0.6 4.3 -0.350
H -4.164309 3.041973 0.923748 0.1 -0.5 -0.1 0.086
C -0.959026 1.919040 -1.607708 2.6 -2.3 3.3 0.107
H 2.918851 -4.260512 0.642034 0.9 -0.1 -0.1 0.082
H -3.849156 0.193431 -1.139471 -0.4 0.5 0.3 0.157
C -0.213663 1.115482 -0.653110 -3.1 1.9 -1.9 -0.016
H -2.623351 -1.320418 0.028951 0.7 1.2 0.1 0.192
H -2.920053 2.668027 -1.531313 -0.6 0.7 0.2 0.116
O -0.049511 -0.892759 0.869241 -3.4 1.7 0.0 0.082
H -4.288349 1.692588 2.116833 0.5 0.4 -0.7 0.098
C 1.272121 -0.895999 0.743252 0.4 1.5 -1.2 -0.262
O 1.636995 2.381256 -0.784507 2.0 1.8 0.2 0.099
N -2.967787 1.271979 0.516717 0.5 -0.4 -0.8 -0.047
```
Forces are in eV/Å.



# C16H16AuClN2S2

A structure of composition C16H16AuClN2S2 at a distorted geometry (ωB97M-V/def2-TZVPD, the OMol25 dataset).

Calculated values
net charge: 0
energy relative to the best compared isomer or geometry (same formula, charge and spin): 63.6 kcal per mole
frontier orbital gap: 0.1725 Eh
calculated total energy: -57715.2117 eV

Structure (XYZ):
```
38
Properties=species:S:1:pos:R:3:forces:R:3:lowdin_charge:R:1
H -2.053857 -0.610293 2.106187 -0.1 0.3 0.0 0.001
C -0.897155 2.314785 -3.086905 0.0 0.0 0.2 -0.076
H -3.499368 5.162269 -2.828778 0.0 0.0 0.0 0.104
H -1.564377 -2.282279 1.806615 0.1 0.0 0.0 0.098
C -2.118067 4.131088 -4.109853 0.0 0.1 -0.2 -0.107
C -1.186955 3.104668 -4.184893 0.0 0.0 0.0 -0.096
C 3.330539 -3.972446 0.425930 0.2 -0.2 -0.1 -0.077
Au 0.178962 -0.199319 0.006151 1.1 -1.0 -0.6 0.952
H -0.150228 1.062024 2.811877 -0.3 0.1 -0.1 0.002
H 1.563945 -1.818948 3.377043 -0.1 0.1 0.0 0.134
S -2.430734 1.958598 1.914192 0.4 -0.6 0.3 0.499
C 1.550200 -1.818638 0.132521 0.1 -0.4 0.6 -0.157
H 2.270763 -1.789196 -1.896426 0.1 -0.2 0.1 -0.027
C -1.377897 -1.395164 2.414398 -0.3 0.1 0.1 -0.092
H 3.794749 -3.634070 -1.639616 0.0 0.0 0.0 0.110
S -3.159390 3.695468 -0.251619 0.2 -0.3 0.1 0.985
Cl 0.991356 -0.157983 -2.250212 -1.1 0.8 1.1 0.207
H -1.570645 -1.631808 3.465741 0.1 0.0 0.0 0.103
C -2.767872 4.369143 -2.917914 0.0 0.0 0.1 -0.107
C 0.420376 0.184441 3.080760 -0.1 0.3 0.1 -0.092
H 1.481596 0.393595 2.935232 -0.1 -0.1 0.0 0.098
C 0.887923 -2.082887 2.562140 0.9 -0.8 -0.4 -0.190
H -0.178031 1.537251 -3.182119 0.2 -0.2 -0.1 -0.035
H 0.296742 -2.930761 2.911984 -0.1 0.1 0.0 0.134
N -1.366013 1.819122 -0.631868 -0.2 0.0 0.5 -0.059
H -2.331122 4.738241 -4.980940 0.0 0.0 0.0 0.100
H -0.673235 2.912450 -5.118390 0.0 0.0 0.0 0.100
C 2.572588 -3.558098 1.496955 -0.2 0.3 -0.1 -0.046
C 1.682209 -2.490029 1.372422 -0.1 0.3 -0.6 -0.220
C 2.329115 -2.259477 -0.934076 0.0 0.0 0.1 -0.187
C -2.469924 3.570922 -1.821212 0.1 -0.1 -0.1 -0.508
C -2.175900 2.345799 0.303540 0.1 0.1 -0.6 -1.194
C 3.206136 -3.320559 -0.788373 0.0 -0.1 0.2 -0.074
H 2.658473 -4.058467 2.454816 0.0 0.0 0.0 0.120
N 0.029659 -0.967230 2.233479 -1.1 1.6 -0.8 -0.315
H 0.239458 -0.042246 4.136388 0.0 -0.1 0.0 0.103
C -1.531381 2.521834 -1.860866 -0.1 0.1 0.0 -0.302
H 4.017362 -4.801798 0.535692 0.0 0.0 0.0 0.109
```
Forces are in eV/Å.



# C16H16AuF3N4O3S2

A structure of composition C16H16AuF3N4O3S2 (ωB97M-V/def2-TZVPD, the OMol25 dataset).

Calculated values
net charge: 0
multiplicity: 3
frontier orbital gap (alpha / beta): 0.2631 / 0.2109 Eh
expectation value of S²: 2.01
calculated total energy: -62467.2949 eV

Structure (XYZ):
```
45
Properties=species:S:1:pos:R:3:forces:R:3:lowdin_spin:R:1
F -1.221579 3.180899 2.547662 0.0 0.0 0.0 0.037
S 1.725902 0.142441 1.884899 0.2 0.1 -0.1 0.014
O 0.315142 0.564391 1.463392 -0.2 -0.3 0.2 0.238
H -0.728154 -5.787620 2.830908 0.0 0.0 0.0 0.000
C 0.605791 -2.986454 4.134250 0.0 -0.1 0.0 0.000
H 4.366736 3.059799 -2.011863 0.0 0.0 0.0 0.003
Au -0.249419 2.097083 0.031308 0.2 0.0 -0.1 0.698
H 1.402151 2.595437 -4.400209 0.0 0.0 0.0 0.000
C -1.333899 1.233668 -2.803854 0.0 0.0 0.0 0.006
N -1.841705 1.284987 -1.566052 0.0 0.0 0.0 0.090
N 2.014527 2.448365 -2.137919 0.0 0.0 0.1 0.003
C -1.716661 2.559828 1.470790 0.0 0.1 0.1 0.190
C -3.864763 0.298882 -2.324858 0.0 0.0 0.0 0.006
H -1.642183 0.622609 -4.841833 0.0 0.0 0.0 0.001
H 1.205075 -0.942942 4.468324 0.0 0.0 0.0 0.000
H 0.690984 -6.032242 3.841664 0.0 0.0 0.0 0.000
C 1.183180 -2.500358 1.469521 0.2 0.0 -0.1 0.007
C 0.715748 -3.740117 1.865341 0.0 0.0 0.0 0.000
C 2.592400 2.880795 -1.045895 0.0 0.0 0.0 0.042
C 0.407784 -3.998266 3.200092 0.0 0.1 0.0 0.006
C -3.062627 0.830610 -1.325830 0.0 0.0 0.0 0.006
H 4.401323 3.527424 -0.336241 0.0 -0.1 0.0 0.005
S 1.886089 3.153383 0.527988 -0.1 0.3 0.0 0.415
F -2.386250 1.472946 1.906861 0.0 0.0 0.0 0.038
H -0.180598 2.181272 -5.091371 0.0 0.0 0.0 0.001
H -0.737935 -5.256444 4.515745 0.0 0.0 0.0 0.000
H -4.860054 -0.050085 -2.091208 0.0 0.0 0.0 0.001
F -2.653010 3.387414 0.932368 0.0 0.0 0.0 0.055
N 3.892031 3.207160 -1.138304 0.0 0.1 -0.1 0.019
C 1.361387 -1.500898 2.415951 -0.5 -0.1 0.0 0.016
C 0.045731 1.745382 -3.009263 0.0 0.0 0.1 0.031
H 0.580699 -4.522238 1.127423 0.0 0.0 0.0 0.000
H 0.385418 -3.174134 5.178259 0.0 0.0 0.0 0.000
C 0.594617 1.870463 -4.393614 0.0 0.0 0.0 0.005
C -0.123934 -5.339546 3.619604 0.0 -0.1 0.0 0.001
H 1.002237 0.915417 -4.734382 0.0 0.0 0.0 0.001
C -3.350626 0.225307 -3.606094 0.0 0.0 0.0 -0.002
H 1.422259 -2.297298 0.433861 0.0 0.0 0.0 0.000
N 0.729582 2.046253 -1.962128 0.0 0.1 -0.1 0.050
H -3.402712 0.893994 -0.299759 0.0 0.0 0.0 0.001
C -2.067806 0.690859 -3.852678 0.0 0.0 0.1 0.007
O 2.168070 0.887408 3.029978 0.1 0.0 0.0 0.001
C 1.067732 -1.738561 3.748689 0.1 0.1 0.0 0.007
O 2.599619 0.056977 0.740244 0.0 0.0 0.0 -0.001
H -3.938299 -0.194251 -4.411770 0.0 0.0 0.0 0.000
```
Forces are in eV/Å.